ORCA calculation (ωB97M-V/def2-TZVPD) on a cluster of 2 separate species, C2H8OS in total.

Properties
Energy above the lowest of the compared OMol25 structures with the same formula, charge and spin in kJ/mol: 39.1
Spin multiplicity: 1
E_LUMO in eV: 0.884
Net charge: 0
Gap between HOMO and LUMO in eV: 9.35
E_HOMO in eV: -8.46

Element x y z (Å)
C (-0.3826, 0.5270, 0.6132)
S (0.0899, 1.9666, 1.6108)
C (-1.2243, 3.1848, 1.2509)
H (-0.9500, -0.1393, 1.2499)
H (0.4859, 0.0501, 0.1615)
H (-1.0029, 0.8268, -0.2354)
H (-0.8992, 3.8865, 0.4858)
H (-2.1285, 2.6674, 0.9483)
H (-1.3348, 3.7280, 2.1879)
O (2.8181, -5.5828, -2.7470)
H (2.2501, -5.2992, -2.0211)
H (2.2782, -5.8159, -3.5048)

Forces on atoms 1 to 3 (eV/Å):
C -0.3410 0.4331 -0.3586
S 0.1665 0.1082 -0.1745
C 0.7231 -0.2620 0.1395

Results of the natural (NBO) charge analysis, in e, for atoms 1 through 4: number 1, C, carries -0.7446; number 2, S, carries 0.1542; number 3, C, carries -0.7279; number 4, H, carries 0.2149


ORCA calculation (ωB97M-V/def2-TZVPD) on a cluster of 2 separate species, C2H8OS2 in total in a non-equilibrium geometry.

Properties
Energy above the lowest of the compared OMol25 structures with the same formula, charge and spin in kJ/mol: 138.6
Expectation value of S²: 0.753
Spin multiplicity: 2
E_LUMO (spin up / spin down) in eV: 3.248 / 3.229
Net charge: -1
Gap between HOMO and LUMO (spin up / spin down) in eV: 2.69 / 7.20
E_HOMO (spin up / spin down) in eV: 0.56 / -3.97

Element x y z (Å)
S (2.7507, -1.3906, 1.1978)
S (2.7991, 0.5785, 1.8838)
H (2.2732, -1.7691, 2.4556)
H (1.8528, 0.9491, 0.9051)
C (-0.5493, -0.1849, -0.9774)
O (0.2656, 0.9833, -0.5143)
C (-2.0020, 0.0668, -0.3990)
H (-0.0588, -1.1029, -0.4975)
H (-0.5625, -0.1332, -2.1084)
H (0.0422, 1.6711, -1.0815)
H (-2.6588, -0.7782, -0.5237)
H (-2.3513, 0.8718, -0.9864)
H (-1.8009, 0.2383, 0.6460)

Forces on atoms 1 to 3 (eV/Å):
S -0.5217 -3.2063 0.8552
S -0.9387 3.4019 -0.6536
H 0.4002 -0.0817 -1.5072

Results of the natural (NBO) charge analysis, in e, for atoms 1 through 4: number 1, S, carries -0.6516; number 2, S, carries -0.6150; number 3, H, carries 0.1167; number 4, H, carries 0.1607


ORCA calculation (ωB97M-V/def2-TZVPD) on a cluster of 2 separate species, C2H8OS2 in total.

Properties
Energy above the lowest of the compared OMol25 structures with the same formula, charge and spin in kJ/mol: 97.2
Spin multiplicity: 1
E_LUMO in eV: 0.457
Net charge: 0
Gap between HOMO and LUMO in eV: 9.99
E_HOMO in eV: -9.54

Element x y z (Å)
C (-2.5174, -2.5608, 1.2034)
O (-3.6927, -2.9587, 0.5260)
C (-4.7980, -2.1893, 0.9562)
H (-1.6886, -3.1878, 0.8341)
H (-2.6083, -2.7040, 2.2933)
H (-2.2732, -1.5033, 1.0066)
H (-4.9863, -2.3166, 2.0355)
H (-4.6512, -1.1159, 0.7489)
H (-5.6853, -2.5368, 0.4008)
S (-3.0022, 0.0390, -2.1124)
S (-3.3458, -1.8354, -2.8915)
H (-1.6546, -0.0218, -2.0594)
H (-3.4680, -2.5058, -1.7261)

Forces on atoms 1 to 3 (eV/Å):
C 0.5020 -0.1830 -0.0691
O 0.0454 0.2679 0.1835
C -0.5312 0.0058 -0.1662

Results of the natural (NBO) charge analysis, in e, for atoms 1 through 4: number 1, C, carries -0.2562; number 2, O, carries -0.5494; number 3, C, carries -0.2579; number 4, H, carries 0.1946


ORCA calculation (ωB97M-V/def2-TZVPD) on a cluster of 2 separate species, C2H8OS2 in total in a non-equilibrium geometry.

Properties
Energy above the lowest of the compared OMol25 structures with the same formula, charge and spin in kJ/mol: 114.5
Spin multiplicity: 1
E_LUMO in eV: 0.209
Net charge: 0
Gap between HOMO and LUMO in eV: 9.13
E_HOMO in eV: -8.92

Element x y z (Å)
C (-0.4381, -0.2640, -2.4902)
C (-0.9867, -0.5311, -1.1006)
O (-1.6336, -1.7894, -0.9260)
H (-1.2222, -0.3952, -3.2319)
H (-0.1325, 0.7883, -2.4699)
H (0.4913, -0.8004, -2.6302)
H (-1.6690, 0.2444, -0.7568)
H (-0.2555, -0.4239, -0.3244)
H (-2.1825, -1.9404, -1.7082)
S (1.5350, 0.2310, 3.8790)
S (2.7367, 1.6720, 2.9777)
H (1.4551, 0.4298, 5.1984)
H (2.3020, 2.7790, 3.5831)

Forces on atoms 1 to 3 (eV/Å):
C 0.1509 0.8609 1.2825
C -0.8598 0.1913 0.4275
O 0.2314 -0.1065 -0.4387

Results of the natural (NBO) charge analysis, in e, for atoms 1 through 4: number 1, C, carries -0.6398; number 2, C, carries -0.0650; number 3, O, carries -0.7160; number 4, H, carries 0.2038


ORCA calculation (ωB97M-V/def2-TZVPD) on a cluster of 2 separate species, C2H8S2 in total in a non-equilibrium geometry.

Properties
Energy above the lowest of the compared OMol25 structures with the same formula, charge and spin in kJ/mol: 68.8
Spin multiplicity: 1
E_LUMO in eV: 0.806
Net charge: 0
Gap between HOMO and LUMO in eV: 10.01
E_HOMO in eV: -9.20

Element x y z (Å)
C (0.2765, -0.8322, -2.1342)
C (1.3312, -0.5208, -0.9968)
S (0.4784, -0.9374, 0.6390)
H (0.7334, -1.4101, -2.9365)
H (-0.1781, 0.0445, -2.5859)
H (-0.5252, -1.4156, -1.6978)
H (2.1466, -1.2212, -1.1234)
H (1.5882, 0.5159, -1.0566)
H (-0.8340, -0.8438, 0.2411)
S (-1.5906, 2.5055, 4.3225)
H (-2.7649, 2.0078, 3.9168)
H (-0.6614, 2.1074, 3.4116)

Forces on atoms 1 to 3 (eV/Å):
C 0.6542 -0.0574 0.4264
C -2.6936 -1.0835 -0.4479
S 0.1708 0.4166 -0.5581

Results of the natural (NBO) charge analysis, in e, for atoms 1 through 4: number 1, C, carries -0.6167; number 2, C, carries -0.4771; number 3, S, carries -0.0928; number 4, H, carries 0.2120


ORCA calculation (ωB97M-V/def2-TZVPD) on a cluster of 2 separate species, C2H8S2 in total in a non-equilibrium geometry.

Properties
Energy above the lowest of the compared OMol25 structures with the same formula, charge and spin in kJ/mol: 127.2
Spin multiplicity: 1
E_LUMO in eV: 0.612
Net charge: 0
Gap between HOMO and LUMO in eV: 9.67
E_HOMO in eV: -9.05

Element x y z (Å)
C (-0.0318, 0.8095, -1.9688)
S (-0.4076, 2.4603, -2.6009)
H (0.3311, 0.1120, -2.7012)
H (-0.9277, 0.3766, -1.7414)
H (0.5330, 0.8499, -1.0199)
H (-1.0817, 2.9512, -1.5474)
C (-0.2120, -1.1998, 1.9013)
S (1.2674, -0.6258, 2.8232)
H (-0.4316, -2.2048, 2.3119)
H (0.1533, -1.5953, 0.9740)
H (-1.2390, -0.8168, 1.8144)
H (2.0467, -1.1171, 1.7547)

Forces on atoms 1 to 3 (eV/Å):
C 1.0523 0.9499 0.9496
S 0.3458 0.2297 -0.5269
H 0.9116 0.3410 -0.5094

Results of the natural (NBO) charge analysis, in e, for atoms 1 through 4: number 1, C, carries -0.7333; number 2, S, carries -0.0482; number 3, H, carries 0.2324; number 4, H, carries 0.2084


ORCA calculation (ωB97M-V/def2-TZVPD) on a cluster of 2 separate species, C2H8S3 in total in a non-equilibrium geometry.

Properties
Energy above the lowest of the compared OMol25 structures with the same formula, charge and spin in kJ/mol: 130.1
Spin multiplicity: 1
E_LUMO in eV: -0.543
Net charge: 0
Gap between HOMO and LUMO in eV: 8.02
E_HOMO in eV: -8.57

Element x y z (Å)
C (-0.7017, 0.7729, -1.8999)
S (-1.8888, -0.5820, -1.5442)
C (-0.7117, -1.3402, -0.3941)
H (-0.0840, 0.6398, -2.7804)
H (-1.4522, 1.6522, -2.0233)
H (-0.0923, 1.1413, -1.0461)
H (-0.6186, -2.3653, -0.7846)
H (-1.2757, -1.3350, 0.5641)
H (0.1775, -0.7517, -0.3682)
S (0.7727, 0.4394, 3.2954)
S (2.5580, 0.4100, 1.9312)
H (1.6070, 1.0925, 4.1217)
H (1.7098, 0.2260, 0.9283)

Forces on atoms 1 to 3 (eV/Å):
C -2.5005 2.6870 0.0533
S 1.5193 1.0387 -0.0897
C -2.3279 -1.5939 0.3877

Results of the natural (NBO) charge analysis, in e, for atoms 1 through 4: number 1, C, carries -0.7519; number 2, S, carries 0.1710; number 3, C, carries -0.7317; number 4, H, carries 0.2170


ORCA calculation (ωB97M-V/def2-TZVPD) on a cluster of 2 separate species, C2H9BN2 in total in a non-equilibrium geometry.

Properties
Energy above the lowest of the compared OMol25 structures with the same formula, charge and spin in kJ/mol: 327.6
Spin multiplicity: 1
E_LUMO (spin up / spin down) in eV: 0.468 / 0.491
Net charge: 0
Gap between HOMO and LUMO (spin up / spin down) in eV: 7.33 / 7.28
E_HOMO (spin up / spin down) in eV: -6.86 / -6.79

Element x y z (Å)
B (0.0071, 1.2924, -0.3316)
C (-0.2743, -1.9369, 0.9700)
C (0.0295, -1.4715, -0.4474)
N (1.1449, 1.6096, -1.1393)
N (-0.9023, 2.0068, 0.4094)
H (0.0502, -1.2590, 1.7331)
H (-1.3280, -2.0502, 1.0932)
H (0.2483, -2.9169, 0.9845)
H (1.0908, -1.6398, -0.6707)
H (-0.7115, -1.5874, -1.3284)
H (1.6394, 0.8992, -1.6041)
H (1.3800, 2.6056, -1.3700)
H (-1.4629, 1.4730, 1.0614)
H (-0.9110, 2.9751, 0.6400)

Forces on atoms 1 to 3 (eV/Å):
B 2.0712 -2.9032 -1.6134
C 0.2927 -0.8731 -1.8497
C -0.6871 3.2583 -0.6734

Results of the natural (NBO) charge analysis, in e, for atoms 1 through 4: number 1, B, carries 0.9341; number 2, C, carries -0.6579; number 3, C, carries -0.5740; number 4, N, carries -1.1407


ORCA calculation (ωB97M-V/def2-TZVPD) on a cluster of 2 separate species, C2H9ClSi2 in total in a non-equilibrium geometry.

Properties
Energy above the lowest of the compared OMol25 structures with the same formula, charge and spin in kJ/mol: 172.5
Spin multiplicity: 1
E_LUMO in eV: -0.740
Net charge: 0
Gap between HOMO and LUMO in eV: 8.10
E_HOMO in eV: -8.84

Element x y z (Å)
C (0.1699, -0.4886, -1.9341)
C (0.0840, 1.5865, 0.4681)
Si (-0.2425, -0.1552, -0.1008)
Si (-4.2774, 0.4978, 1.0343)
Cl (-4.7315, -0.9044, -0.3923)
H (0.7233, -1.4680, -1.8376)
H (-0.7010, -0.8375, -2.4823)
H (0.7654, 0.3154, -2.4671)
H (0.4518, 2.1132, -0.4319)
H (-0.7535, 2.1725, 0.8407)
H (0.3169, -1.3040, 0.4999)
H (-1.7871, -0.1171, -0.2033)
H (-5.0277, -0.2964, 2.0404)
H (0.8794, 1.6675, 1.2402)

Forces on atoms 1 to 3 (eV/Å):
C 1.2872 -0.6010 0.4106
C 1.5071 0.5417 0.3435
Si -2.5213 1.2966 -2.2785

Results of the natural (NBO) charge analysis, in e, for atoms 1 through 4: number 1, C, carries -1.0948; number 2, C, carries -1.1123; number 3, Si, carries 1.1449; number 4, Si, carries 0.7569


ORCA calculation (ωB97M-V/def2-TZVPD) on a cluster of 2 separate species, C2H9FNO in total in a non-equilibrium geometry.

Properties
Spin multiplicity: 1
E_LUMO in eV: -4.087
Net charge: +1
Gap between HOMO and LUMO in eV: 11.35
E_HOMO in eV: -15.44

Element x y z (Å)
C (1.9656, 0.3090, 0.6714)
C (0.5286, -0.4940, 0.3750)
N (-0.6541, 0.4564, 0.6236)
F (0.5302, -1.0388, -1.0341)
H (2.6338, -0.4878, 1.2496)
H (1.7753, 1.2401, 1.3551)
H (2.4700, 0.6869, -0.3283)
H (0.3822, -1.3747, 1.1660)
H (-1.5102, -0.0922, 0.9029)
H (-0.4000, 1.0324, 1.4751)
H (-0.7908, 1.0362, -0.2331)
O (-2.5850, -0.2491, -1.8465)
H (-2.7246, -0.8269, -2.6118)
H (-1.6208, -0.1973, -1.7651)

Forces on atoms 1 to 3 (eV/Å):
C -0.4587 -0.7874 -0.1456
C 2.4752 -1.2527 0.0292
N 0.2285 -0.7445 0.2356

Results of the natural (NBO) charge analysis, in e, for atoms 1 through 4: number 1, C, carries -0.6832; number 2, C, carries 0.3315; number 3, N, carries -0.7376; number 4, F, carries -0.3427


Number 1: E_tot -554.402949 a.u.. Number 2: E_tot -952.544406 a.u.. Number 3: E_tot -952.576533 a.u.. Number 4: E_tot -952.569959 a.u.. Number 5: E_tot -877.332525 a.u.. Number 6: E_tot -877.310262 a.u.. Number 7: E_tot -1275.497284 a.u.. Number 8: E_tot -215.904840 a.u.. Number 9: E_tot -1120.722054 a.u.. Number 10: E_tot -311.141221 a.u..